DFT (ωB97M-V/def2-TZVPD) results for a molecular structure, C24H25AsIrN5O2S2.

Structure (ORCA input):
```
! RIJCOSX wB97M-V def2-TZVPD def2/J DEFGRID3
* xyz 1 2
Ir 0.3208 -0.0850 0.1505
C 2.9168 4.0705 2.7343
C 2.6365 3.6391 4.1731
C 1.9375 4.7950 4.9048
C 3.9759 3.3313 4.8613
C 1.7522 2.3955 4.2392
C 1.3463 1.8935 5.4984
C 0.5281 0.7983 5.6354
C 0.1083 0.1485 4.4726
S -0.9346 -1.2323 4.2892
C -0.7471 -1.1399 2.5989
N 0.0187 -0.1714 2.1865
C 0.5234 0.6054 3.2309
C 1.3309 1.7344 3.1045
C -1.3092 -1.9983 1.5585
C -2.1522 -3.0739 1.7845
C -2.6307 -3.8030 0.7049
C -2.2664 -3.4488 -0.5875
C -1.4193 -2.3705 -0.8249
C -0.9350 -1.6380 0.2534
H 3.5175 4.9802 2.7411
H 1.9930 4.2857 2.1905
H 3.4844 3.3128 2.1887
H 2.5703 5.6831 4.8743
H 1.7477 4.5592 5.9526
H 0.9825 5.0360 4.4325
H 4.6123 4.2173 4.8411
H 4.5015 2.5238 4.3480
H 3.8354 3.0420 5.9042
H 1.6835 2.3905 6.3984
H 0.2230 0.4535 6.6143
H 1.6022 2.0766 2.1153
H -2.4277 -3.3402 2.7989
H -3.2786 -4.6529 0.8696
H -2.6298 -4.0268 -1.4276
H -1.1437 -2.1224 -1.8413
C -3.0898 0.6377 -2.1141
As -2.7638 1.2188 -0.3351
C -3.7856 0.1818 0.8927
C -3.3018 3.0316 -0.1780
O -1.0995 1.2457 0.0872
H -4.1660 0.6268 -2.2869
H -2.6757 -0.3527 -2.2699
H -2.6120 1.3303 -2.8039
H -4.8422 0.4152 0.7632
H -3.4721 0.4422 1.9029
H -3.6191 -0.8767 0.7133
H -4.3687 3.1149 -0.3781
H -2.7415 3.6293 -0.8938
H -3.0822 3.3792 0.8295
O -0.6781 -0.3523 -3.9149
S 0.4984 0.1432 -3.2219
N 0.5226 0.0024 -1.7507
N 2.2428 -0.1081 0.4764
C 3.3499 0.1609 0.1727
C 4.6388 0.4453 -0.0903
C 5.1385 0.2473 -1.4131
N 5.5260 0.1004 -2.4859
C 5.4390 0.9733 0.9693
N 6.0325 1.4116 1.8521
*
```

Values from the calculation:
Frontier orbital gap (alpha / beta)   0.26146 / 0.19612 hartree
E_LUMO (alpha / beta)   -4.19 / -5.89 eV
⟨S²⟩   0.77

DFT (ωB97M-V/def2-TZVPD) results for 4 unconnected molecules or ions with the total composition C24H25F2N4O8Si.

Structure (ORCA input):
```
! RIJCOSX wB97M-V def2-TZVPD def2/J DEFGRID3
* xyz -1 1
C 0.3347 1.2323 4.6893
Si 0.1028 2.3173 3.1372
C 0.5173 4.1371 3.5607
C 1.3787 1.7019 1.8462
C -1.6630 2.2703 2.4501
N -2.5274 1.4373 3.3946
C -3.6821 2.0629 3.8576
O -4.2484 1.6603 4.7912
F -4.2033 3.1247 3.2375
C -2.8474 0.2197 2.8175
O -3.8622 -0.0254 2.3264
F -1.8968 -0.6961 2.8692
H 0.9070 1.8021 5.4460
H -0.6099 0.9072 5.1507
H 0.8896 0.3124 4.4311
H -0.1928 4.5488 4.3001
H 0.4943 4.8036 2.6822
H 1.5295 4.1979 4.0058
H 1.6543 0.6483 2.0335
H 0.9255 1.8267 0.8495
H 2.3311 2.2572 1.9104
H -1.9789 3.3241 2.4388
C -3.8321 -1.6840 -1.6595
C -4.0051 -0.4868 -0.9782
C -4.2657 0.6799 -1.6822
C -4.3544 0.6289 -3.0651
C -4.1763 -0.5599 -3.7558
C -3.9134 -1.7201 -3.0466
N -4.6544 1.8549 -3.8168
O -4.7880 2.8874 -3.1901
O -4.7566 1.7660 -5.0307
H -3.6334 -2.5941 -1.1063
H -3.9387 -0.4631 0.1023
H -4.3983 1.6094 -1.1456
H -4.2416 -0.5937 -4.8343
H -3.7748 -2.6555 -3.5741
C 5.2532 -3.6239 0.4538
C 5.2544 -3.0401 -0.8052
C 5.0052 -1.6833 -0.9413
C 4.7601 -0.9212 0.1894
C 4.7495 -1.4957 1.4512
C 4.9976 -2.8535 1.5793
N 4.5194 0.5201 0.0429
O 4.5210 0.9793 -1.0889
O 4.3300 1.1678 1.0490
H 5.4533 -4.6834 0.5583
H 5.4524 -3.6429 -1.6822
H 5.0070 -1.2345 -1.9249
H 4.5536 -0.9040 2.3348
H 4.9949 -3.3115 2.5598
C 0.1067 -0.3596 -4.4151
C 0.0376 -1.7472 -4.3845
C 0.3053 -2.4294 -3.2081
C 0.6363 -1.7100 -2.0716
C 0.7157 -0.3274 -2.0904
C 0.4492 0.3486 -3.2711
N 0.8965 -2.4225 -0.8139
O 0.8367 -3.6423 -0.8251
O 1.1501 -1.7478 0.1608
H -0.1088 0.1716 -5.3344
H -0.2287 -2.2967 -5.2784
H 0.2497 -3.5089 -3.1888
H 0.9781 0.2299 -1.2003
H 0.5046 1.4288 -3.2977
*
```

Values from the calculation:
Frontier orbital gap   0.15208 hartree
E_LUMO   1.38 eV

Number 1: energy -122178.7584 eV. Number 2: energy -60939.2687 eV.